[1]
{"formula": "C6H6OS", "method": "the ωB97M-V functional and the def2-TZVPD basis", "species": ["C", "C", "H", "C", "H", "S", "H", "C", "H", "H", "H", "C", "C", "O"], "xyz": [[-2.543, -0.494, 0.573], [0.711, -0.376, -0.626], [3.801, -0.238, 1.492], [3.158, -0.270, 0.565], [-1.811, -0.250, -1.351], [0.028, 1.480, -0.212], [-0.535, 0.069, 1.384], [2.009, -0.538, 0.124], [-2.554, -1.002, 1.543], [1.116, -0.241, -1.598], [-3.745, -0.165, 0.419], [-1.366, -0.547, -0.397], [-1.252, 0.446, 0.594], [-0.129, -1.397, -0.437]], "atomic_forces_ev_per_a": [[-2.1343, 1.3271, 0.9880], [5.2805, 2.0266, 0.6440], [-0.5865, 0.0898, -1.9290], [-3.4037, -1.4366, 0.8584], [1.0832, -0.0653, -0.1767], [-0.4834, -0.7776, -0.1761], [-1.7709, 0.0474, -0.2815], [3.0017, 1.6216, 1.2425], [0.4301, -0.0694, -0.4610], [-0.4624, 0.0037, -1.5780], [3.6926, -0.8054, -0.5601], [-2.7062, -3.4863, -0.2130], [1.9501, 0.6283, 1.5728], [-3.8908, 0.8962, 0.0697]], "smiles": "C#C[C@H]1O[C@H]2C[C@@H]2S1", "gap_ev": 9.42, "total_charge": 0, "fmax_ev_per_a": 5.69, "homo_ev": -8.7953, "multiplicity": 1}


[2]
{"formula": "C13H38GaN6O4P2", "method": "the ωB97M-V functional and the def2-TZVPD basis", "species": ["C", "H", "H", "H", "N", "H", "H", "H", "H", "C", "H", "C", "P", "C", "H", "C", "H", "H", "N", "C", "H", "H", "N", "C", "H", "H", "C", "Ga", "C", "H", "H", "C", "P", "O", "H", "C", "C", "H", "H", "N", "H", "H", "O", "H", "H", "H", "H", "H", "O", "H", "O", "H", "H", "C", "H", "H", "H", "H", "N", "H", "H", "H", "N", "H"], "xyz": [[-5.429, 0.666, 1.657], [-3.868, 3.066, 0.166], [-3.476, 0.913, 1.368], [-2.867, -3.654, 0.339], [3.415, -0.580, -3.006], [-5.129, -2.323, -2.302], [5.999, -1.107, -0.548], [6.789, -1.129, -2.859], [3.649, -1.690, 1.088], [-2.660, -2.658, -0.059], [1.251, 3.200, 4.114], [5.907, -0.521, -2.606], [2.704, -2.168, 0.121], [-5.599, -2.719, -0.266], [0.434, 3.808, 2.037], [-6.778, 1.352, 1.705], [5.102, 0.399, -0.844], [-1.591, -2.545, -0.232], [1.426, -2.782, 0.871], [4.655, -1.328, -2.968], [7.400, 0.638, 0.308], [3.441, -3.195, -0.526], [-4.340, 1.434, 1.399], [-0.157, 2.891, 2.072], [-2.985, -1.921, 0.677], [5.951, 0.388, -3.217], [-4.279, 2.859, 1.155], [2.318, -0.352, -1.424], [0.731, 1.662, 1.998], [4.570, -2.151, -2.250], [-3.649, 3.354, 1.896], [-3.365, -2.443, -1.379], [-0.027, -0.385, -1.812], [-0.248, -1.237, -3.244], [2.689, 0.999, -0.632], [1.922, 2.346, 4.126], [7.231, 0.642, -0.772], [-6.806, 2.110, 2.489], [2.215, 0.662, 2.872], [-0.363, 1.261, -2.330], [-7.527, 0.596, 1.915], [-0.753, 2.896, 2.987], [-5.310, -0.536, 1.829], [4.848, -1.801, -3.947], [-0.241, 1.343, -3.336], [1.358, -3.783, 0.731], [-7.008, 1.831, 0.753], [-5.014, -2.864, 0.634], [0.640, 0.858, 1.103], [-0.814, 2.859, 1.208], [-2.735, -2.190, -2.392], [-1.349, 1.422, -2.154], [3.575, 0.304, -3.474], [5.989, -0.175, -1.123], [-6.231, -1.846, -0.109], [8.129, 0.224, -1.235], [-1.002, -1.825, -3.065], [1.772, 1.812, 5.068], [-4.724, -2.497, -1.396], [-5.274, 3.291, 1.210], [-6.242, -3.590, -0.418], [7.120, 1.685, -1.073], [1.662, 1.497, 2.991], [2.948, 2.724, 4.114]], "atomic_forces_ev_per_a": [[0.2457, 0.1032, -0.1074], [-0.0121, 0.0070, -0.0115], [0.0301, -0.0049, -0.0549], [-0.0237, 0.0082, 0.0204], [0.0888, -0.1837, 0.4590], [0.0057, 0.0139, 0.0036], [-0.1356, 0.0081, 0.0175], [0.0517, 0.1001, -0.0775], [0.3453, -0.1850, -0.1993], [0.0264, -0.0870, -0.1558], [0.0087, 0.0096, 0.0179], [0.0796, -0.3465, 0.2457], [-0.7308, 0.0491, 0.0279], [-0.1768, 0.0854, -0.1985], [-0.0092, 0.0061, 0.0136], [0.0021, -0.0521, 0.0260], [-0.0748, -0.1762, 0.1275], [-0.0109, 0.0530, 0.0908], [-0.1411, -0.0574, -0.1254], [0.0184, 0.2050, -0.3898], [-0.0027, 0.0616, 0.0125], [0.3958, 0.1088, 0.1131], [0.0078, -0.0212, 0.0638], [-0.0073, -0.0448, -0.0257], [0.0049, -0.0180, 0.0121], [-0.0137, -0.0013, 0.0023], [0.0280, -0.0548, -0.0210], [-0.0478, 0.4803, -0.3218], [0.1859, 0.0374, 0.1207], [-0.0591, -0.0205, -0.0413], [-0.0132, 0.0126, 0.0120], [0.3995, 0.2061, 0.4642], [-0.1200, 0.0748, 0.3387], [0.0822, -0.2389, 0.1952], [0.1552, -0.0240, -0.0265], [0.0406, -0.0499, -0.0122], [-0.0634, -0.1098, 0.2666], [-0.0010, 0.0243, -0.0208], [-0.0046, -0.0020, -0.0251], [-0.1874, -0.2005, -0.0805], [0.0090, -0.0137, 0.0039], [0.0120, 0.0195, 0.0183], [-0.1735, -0.0160, 0.1401], [0.0081, -0.0468, 0.0218], [0.2286, 0.1083, 0.0426], [0.0475, -0.0256, 0.1480], [0.0057, 0.0264, 0.0083], [-0.0323, 0.0302, 0.0197], [-0.2789, -0.0505, 0.0118], [0.0199, 0.0022, -0.0268], [-0.4026, -0.2523, -0.4408], [0.0092, 0.0733, -0.0917], [-0.0634, -0.0228, -0.0515], [0.1357, 0.3148, -0.2144], [-0.0330, -0.0446, 0.1396], [0.0030, 0.0632, -0.0725], [0.0066, 0.2605, -0.1440], [-0.0308, 0.0199, 0.0051], [0.0607, -0.1668, -0.0498], [-0.0016, 0.0173, -0.0025], [0.0776, -0.0533, -0.0382], [0.0812, -0.0279, -0.1473], [-0.0420, -0.0257, -0.0256], [-0.0139, 0.0345, -0.0102]], "gap_ev": 5.26, "total_charge": -1, "fmax_ev_per_a": 0.73, "homo_ev": -2.9639, "multiplicity": 1}


[3]
{"formula": "C5H13NO", "method": "the ωB97M-V functional and the def2-TZVPD basis", "species": ["H", "N", "C", "C", "H", "H", "H", "H", "H", "C", "H", "H", "H", "H", "H", "O", "C", "C", "H", "H"], "xyz": [[3.541, 0.015, -0.374], [-0.898, 0.678, 0.321], [0.591, 0.341, 0.439], [1.279, 0.148, -1.966], [1.370, 1.210, -1.742], [2.175, -0.306, -2.595], [-1.307, 0.626, -0.695], [3.077, -1.753, -0.705], [-1.558, -0.225, 2.212], [1.265, -0.534, -0.618], [0.547, -0.140, 1.394], [-1.837, -1.014, 0.576], [0.394, 0.094, -2.679], [-3.203, 1.235, 1.003], [1.183, 1.267, 0.646], [-3.288, 0.309, 0.949], [2.809, -0.829, -0.203], [-1.848, -0.096, 1.175], [0.743, -1.470, -0.704], [2.887, -0.937, 0.862]], "atomic_forces_ev_per_a": [[-1.0276, -0.8192, -0.5693], [-0.6013, 1.1395, -1.9514], [-1.6811, 0.6665, 0.7263], [0.7866, -0.5009, -2.3599], [0.6660, 0.1907, -0.5330], [-1.6835, 1.3676, 1.1557], [1.3562, 0.0691, 2.5543], [0.4519, 0.1120, -0.0239], [-0.0247, 0.4329, 0.0634], [1.2593, 0.4621, 0.4695], [0.7295, -0.7293, 0.6800], [-0.4148, -0.8669, 1.4345], [0.6738, -0.3665, 1.2765], [-0.3645, 2.1404, 0.1206], [-0.4933, -0.4378, -0.6152], [2.9929, -1.5800, 0.6749], [-1.3599, 1.2040, -0.2403], [-0.9548, -1.2507, -3.7501], [-0.1359, -0.6591, 0.2269], [-0.1747, -0.5743, 0.6605]], "smiles": "CC(C)CNCO", "gap_ev": 9.73, "total_charge": 0, "fmax_ev_per_a": 4.07, "homo_ev": -8.6994, "multiplicity": 1}


[4]
{"formula": "C30H57F5IN2O13PS2", "method": "the ωB97M-V functional and the def2-TZVPD basis", "species": ["H", "H", "O", "P", "H", "C", "C", "C", "H", "N", "H", "H", "O", "H", "H", "O", "H", "C", "C", "O", "C", "H", "F", "O", "C", "H", "F", "S", "H", "H", "C", "F", "O", "H", "H", "H", "H", "N", "H", "H", "H", "H", "H", "O", "H", "H", "F", "H", "H", "C", "O", "H", "C", "H", "O", "C", "H", "H", "I", "C", "C", "H", "H", "C", "C", "C", "H", "O", "C", "H", "S", "H", "O", "C", "H", "C", "C", "C", "H", "H", "H", "C", "H", "C", "C", "H", "O", "H", "H", "C", "H", "O", "H", "H", "H", "C", "C", "H", "H", "C", "H", "F", "H", "H", "H", "H", "H", "H", "C", "C", "H"], "xyz": [[-5.147, 2.691, 2.969], [7.657, 4.202, -1.989], [-4.331, 0.501, 0.363], [1.509, -3.106, -1.573], [-3.367, 1.230, -1.856], [8.449, 2.510, -0.454], [-2.669, -2.165, -3.718], [-7.785, 5.234, 2.076], [7.515, 2.060, -0.799], [-3.914, -1.106, -1.296], [5.933, -3.036, 2.006], [-0.548, 5.125, 1.306], [5.864, -3.680, 4.593], [-0.056, -1.785, -3.881], [-2.930, 2.718, -0.358], [-1.168, -4.332, 1.169], [0.983, 0.951, -4.356], [-1.245, 4.796, 0.533], [-0.978, 3.325, 0.221], [-1.462, 1.511, -1.243], [-4.517, -0.562, -0.113], [8.085, 5.619, -1.017], [0.114, -4.880, 2.915], [4.160, -4.095, 2.227], [-0.224, -3.026, -0.774], [0.808, -4.260, 0.647], [-1.841, -4.006, 3.203], [-1.705, -1.099, 0.131], [-7.279, 2.104, 1.840], [-4.929, 2.249, 1.270], [-4.841, -0.964, -2.346], [-0.204, -2.782, 2.479], [-2.540, -2.104, 0.726], [0.325, 0.094, -1.544], [1.492, -2.596, -2.872], [5.683, 5.556, -1.330], [-8.106, 5.878, 2.893], [-1.961, -2.968, -4.714], [-1.938, 3.482, -1.673], [2.302, -2.218, -0.817], [-0.273, -5.147, -0.456], [3.936, -4.431, 4.840], [-4.040, 5.967, 2.490], [5.393, 3.647, -0.692], [9.194, 2.459, -1.255], [-1.034, -0.402, -4.052], [-5.877, -1.793, -2.163], [-1.753, -5.978, -2.009], [5.914, -4.701, 1.400], [6.161, -4.554, 3.515], [-7.472, 3.968, 2.626], [7.251, -4.595, 3.420], [-1.285, -3.081, -1.916], [-0.284, 1.723, -3.406], [8.260, 3.848, -0.034], [-0.570, -1.032, -3.289], [8.818, 1.945, 0.401], [3.976, -2.326, 3.313], [2.153, 2.395, -2.464], [-4.368, 4.979, 2.810], [-5.349, 3.003, 1.940], [-6.919, 5.686, 1.588], [4.737, 2.070, 0.408], [-2.397, 0.745, -1.959], [3.561, -2.832, 2.438], [5.147, 3.064, 0.576], [5.152, -5.011, 6.012], [-1.560, 0.058, 0.943], [6.133, 4.856, -0.618], [-3.456, -5.586, -2.605], [2.265, -4.894, -1.726], [-2.098, -2.603, -5.647], [-0.259, -1.749, -0.086], [7.583, 4.646, -0.992], [-7.039, 3.414, 0.672], [-2.466, -3.999, -1.577], [-1.745, -1.724, -2.530], [5.578, -4.051, 2.214], [-2.368, -3.896, -4.739], [-2.237, 4.895, 0.976], [4.413, 3.655, 1.134], [4.817, -4.151, 5.422], [-5.229, 5.090, 3.474], [-0.769, -3.996, 2.410], [-0.165, -4.258, 0.152], [-1.147, 5.427, -0.351], [-4.811, -0.257, -3.294], [1.502, -0.582, -2.631], [-3.274, -3.645, -0.941], [-2.496, -0.751, -1.538], [0.058, 3.118, -0.046], [-4.697, 4.237, 1.650], [-8.605, 5.148, 1.354], [-3.009, -1.242, -4.187], [-3.562, -2.690, -3.380], [0.496, -0.165, -2.586], [-1.945, 2.781, -0.826], [-0.789, -3.614, -2.730], [2.495, -2.991, 2.599], [0.645, 1.167, -3.342], [-3.548, 4.497, 3.355], [-5.344, -1.434, 0.446], [-1.168, 2.760, 1.138], [4.548, -3.346, 6.103], [5.802, -5.566, 3.725], [6.057, 5.296, 0.381], [3.693, -2.197, 1.553], [6.065, 2.975, 1.163], [-6.839, 3.096, 1.700], [-2.563, -5.253, -2.081], [-2.187, 0.841, -3.029]], "atomic_forces_ev_per_a": [[-0.0298, 0.0300, 0.0206], [-0.0396, -0.0241, -0.0020], [0.2106, -0.3162, -0.4763], [0.7655, -0.9908, -0.1090], [-0.1694, -0.3667, 0.1985], [0.0249, 0.0259, 0.0418], [-0.2050, 0.7454, -0.3746], [-0.0174, -0.0284, 0.0490], [0.0069, 0.0002, -0.0274], [-0.4390, -0.0134, -0.1577], [0.0027, 0.0187, 0.0445], [0.1115, 0.1625, -0.1645], [-0.1362, -0.0589, -0.0148], [-0.2222, -0.2422, 0.0938], [-0.1680, -0.1162, -0.3141], [0.0032, 0.1075, -0.2348], [0.0577, 0.1784, -0.0134], [0.1689, -0.4111, 0.2672], [-0.4618, -0.2521, 0.5624], [-0.1302, -0.4228, -0.1914], [0.1017, -0.5926, 0.9801], [-0.0234, 0.0080, -0.0364], [0.1186, 0.1798, -0.1113], [-0.0256, 0.1071, 0.0954], [0.4111, 0.5524, -0.9740], [0.0764, -0.2609, -0.1492], [0.2285, 0.0293, -0.2162], [-0.9057, 0.1463, 2.4837], [0.0220, -0.0112, -0.0388], [-0.1214, 0.2150, 0.2196], [-0.2946, -0.3197, -0.5878], [0.1516, -0.1331, 0.0275], [-0.1674, -0.2465, -0.8224], [-0.2418, -0.2386, 0.0065], [-0.3879, 0.4276, 0.2715], [0.0199, 0.0251, 0.0164], [-0.0198, -0.0409, 0.0210], [-0.2684, -0.3913, 0.0450], [-0.3406, -0.1513, -0.1297], [-0.3463, 0.1709, -0.0252], [0.1735, -0.0409, -0.0433], [0.0044, -0.0274, 0.0008], [0.0134, -0.0202, -0.0374], [0.0252, -0.0424, 0.1188], [-0.0349, -0.0433, -0.0340], [-0.0286, 0.0250, 0.0327], [0.1378, 0.1725, 0.2768], [0.5749, 0.5229, -1.4189], [0.0303, 0.0183, 0.0026], [0.2137, 0.2142, 0.0651], [0.0518, 0.1004, -0.0943], [-0.0063, -0.0275, -0.0227], [0.4469, -1.3010, 1.8369], [0.0629, 0.1759, 0.2266], [-0.0730, -0.1091, -0.0681], [0.2976, 0.4234, 0.3681], [0.0236, 0.0439, 0.0156], [0.0196, 0.0316, -0.0236], [-0.0899, -0.0268, -0.0376], [0.0256, 0.0096, -0.0550], [0.1385, 0.0550, -0.3525], [-0.0110, -0.0021, -0.0271], [-0.0238, 0.0201, -0.0469], [-0.1347, 1.1102, -0.0609], [-0.0452, -0.0629, -0.0768], [-0.0575, -0.0286, -0.0485], [-0.0590, -0.0347, -0.0128], [0.9144, 0.1257, -0.6347], [-0.1485, -0.0375, -0.2888], [-0.6277, -0.5746, 1.5218], [-0.1059, 0.0176, 0.1105], [0.0593, 0.1870, 0.0686], [-0.4953, 0.2964, -0.4129], [0.1474, 0.1457, 0.2369], [0.0321, 0.0256, -0.0063], [-0.1930, -0.4299, -0.3315], [-0.0086, -0.9065, -0.8387], [-0.1205, -0.2680, -0.1234], [0.2217, -0.0967, 0.1130], [-0.1190, 0.1280, -0.2920], [0.0356, -0.0051, 0.0569], [0.0431, 0.0377, 0.0240], [0.0072, -0.0202, 0.0178], [-0.6377, -0.1859, 0.2647], [-0.0834, 0.5437, 0.8434], [-0.0385, 0.1116, 0.0549], [0.2654, 0.0454, 0.2017], [-0.1456, -0.3614, 0.0663], [-0.4856, 0.7200, -1.1037], [0.9686, 0.4484, -0.1613], [-0.0218, 0.1630, -0.2854], [-0.0515, 0.0311, 0.1394], [0.0289, 0.0430, -0.0423], [0.0107, -0.0959, -0.0616], [0.1035, -0.0261, 0.1935], [0.2299, 1.1553, -0.1191], [0.9618, 0.5871, 0.4024], [0.0016, 0.1641, -0.1374], [0.0025, -0.0379, -0.0201], [0.0683, -0.5510, -0.2794], [-0.0327, 0.0112, 0.0622], [-0.0559, 0.0916, -0.3984], [0.1545, -0.0891, -0.0356], [0.0485, 0.0170, -0.0050], [-0.0448, 0.0023, -0.0216], [0.0420, -0.0246, 0.0229], [0.0129, 0.0873, 0.0600], [-0.0012, 0.0231, 0.0113], [-0.1004, -0.1140, 0.2820], [0.1416, 0.3424, 0.0908], [0.0207, -0.3842, -0.0031]], "smiles": "C=C[C@H]1[C@](CN)(CCCI)[C@@](COCCC)(N(C(=O)F)C(=O)F)S(=O)(=O)O[C@]1(COC(F)(F)F)[PH2]=S.COCCOC.COCCOC.COCCOC", "gap_ev": 9.11, "total_charge": 0, "fmax_ev_per_a": 2.65, "homo_ev": -9.0553, "multiplicity": 1}